C16H10BrIrN4O6Se | ωB97M-V/def2-TZVPD

```
39
Properties=species:S:1:pos:R:3
Ir -1.07 -1.43 -0.78
Br -4.66 -0.85 -2.09
Se -2.35 0.77 0.48
O -1.64 2.11 0.98
O -3.91 0.59 0.77
O -0.28 -3.24 -0.90
O -1.89 0.41 -1.13
O -1.50 -0.66 0.98
O -0.77 -5.39 -0.52
N 4.83 7.04 1.35
N -2.86 -2.59 -0.88
N 2.22 0.95 -0.09
N 0.75 -0.58 -0.61
C -5.16 -3.11 -0.50
C 2.45 4.55 0.71
C 2.77 2.23 0.21
C -3.48 -4.72 0.04
C -2.54 -3.83 -0.43
C 1.96 -1.21 -0.40
C -1.09 -4.24 -0.60
C 1.92 3.31 0.42
C 3.83 4.72 0.81
C 4.67 3.63 0.62
C -4.16 -2.29 -1.00
C 4.38 6.01 1.11
C 4.14 2.39 0.32
C -4.81 -4.32 0.07
C 0.94 0.71 -0.42
C 2.88 -0.27 -0.09
H 4.81 1.56 0.17
H 5.74 3.76 0.70
H 0.16 1.45 -0.49
H 2.05 -2.28 -0.49
H 0.84 3.20 0.38
H 3.92 -0.37 0.15
H -6.18 -2.79 -0.59
H -5.57 -4.96 0.47
H 1.79 5.40 0.88
H -3.15 -5.69 0.38
```

As for the total charge: 0. For the frontier orbital gap, the calculation gives 8.27 eV. Its LUMO energy is -0.04683 Eh. The value obtained for the highest occupied orbital energy is -9.5 eV.

Löwdin atomic charge list, values in e, 4 entries: Ir 1.4057; Br 0.8824; Se 0.8326; O -0.4228

C3H5P | ωB97M-V/def2-TZVPD

```
9
Properties=species:S:1:pos:R:3
P 1.83 0.33 0.18
C 0.27 -0.27 0.27
C -0.96 -0.80 -0.13
C 1.94 -0.85 -0.98
H -1.57 -0.97 0.85
H 1.49 1.74 0.27
H 2.39 0.11 1.49
H -1.53 -0.12 -0.71
H -0.90 -1.63 -0.74
```

As for the total charge: 0. For the frontier orbital gap (alpha / beta), the calculation gives 7.88 / 8.24 eV. Its LUMO energy (alpha / beta) is -0.02075 / -0.00866 Eh. The value obtained for the highest occupied orbital energy (alpha / beta) is -8.4 / -8.5 eV.

Löwdin atomic charge list, values in e, 4 entries: P 0.4949; C -0.3062; C -0.1963; C -0.1980

C2H7N3 | ωB97M-V/def2-TZVPD

```
12
Properties=species:S:1:pos:R:3
N 1.21 -1.00 0.14
N -0.63 0.03 -0.07
N -0.07 -1.10 0.02
C -2.07 0.05 0.05
C 1.68 0.70 -0.04
H 1.71 -1.84 -0.13
H -2.36 0.31 1.08
H -2.51 -0.91 -0.22
H -2.45 0.83 -0.61
H 1.24 1.41 0.65
H 1.53 0.95 -1.08
H 2.72 0.57 0.20
```

As for the total charge: 0. For the frontier orbital gap, the calculation gives 9.82 eV. Its LUMO energy is 0.04128 Eh. The value obtained for the highest occupied orbital energy is -8.7 eV. As for the SMILES: C/N=N/NC.

Löwdin atomic charge list, values in e, 4 entries: N -0.0456; N -0.1256; N -0.1177; C -0.1347

Energy values, unit Eh, following the record order: -6365.897827 -458.320999 -244.553869.
Energy above the lowest of the compared OMol25 structures with the same formula, charge and spin values, unit kcal per mole, following the record order: 0.0 163.5 76.2.